(1)
DFT (ωB97M-V/def2-TZVPD) results for a structure of composition C50H44ClO3P3ReS.

Values from the calculation:
Spin multiplicity: 4
M in g/mol: 1039.55
HOMO energy (alpha / beta) in eV: -18.42 / -18.42
Charge: +4
Electronic energy in eV: -112026.043

```
103
C50H44ClO3P3ReS (ωB97M-V/def2-TZVPD)
H -1.67 0.10 -4.75
C -3.37 -0.68 -1.63
H -3.54 -3.95 -2.61
H 6.06 0.38 -1.04
C -3.51 -0.10 2.85
H 1.82 1.70 -3.02
C 1.52 3.43 2.73
C 0.95 0.29 2.48
C 5.54 0.51 -0.10
O 1.69 -1.15 -2.36
H -0.91 5.12 -1.77
H -5.04 0.67 -1.56
C -1.49 -3.55 5.45
P 0.84 -1.50 2.17
C -5.61 -1.26 -2.31
H 3.75 1.00 3.30
C 1.37 1.13 -3.83
C -3.86 2.24 2.38
H -2.07 5.24 -3.95
C -0.10 -3.65 3.50
H -3.38 1.20 -3.52
H 5.83 -4.03 1.89
C -2.09 4.32 -3.38
C 0.69 -2.40 -4.84
H 6.17 0.68 3.23
H 2.12 0.79 -4.55
C 1.52 2.92 1.43
C 6.26 0.51 1.09
H -0.83 -5.38 4.53
P 1.79 1.19 1.17
C -1.46 3.08 -1.42
H -3.19 2.93 0.46
C 1.29 5.65 1.83
C 1.39 4.80 2.92
C 3.11 -2.54 3.22
O 1.14 0.74 -0.21
C 2.97 -2.60 0.80
H 7.33 0.41 1.07
H -2.04 -4.06 6.24
H -0.77 -0.42 4.40
C -3.01 -1.98 -1.93
C -2.82 2.04 -3.14
C 1.43 3.78 0.33
C 4.16 0.67 -0.08
C 2.42 -2.25 2.04
H -6.64 -0.98 -2.45
H 2.44 -2.39 -0.12
H -1.36 -3.26 -7.39
H 1.60 -2.71 -4.34
C -0.81 -4.30 4.49
C 0.01 -1.25 -4.46
H 1.27 5.82 -0.30
H 1.48 3.39 -0.68
C -0.98 -2.70 -6.55
H -2.58 -1.26 1.32
H -0.96 3.04 -0.46
C -1.43 4.25 -2.16
C -0.78 -1.50 4.42
C -2.92 -0.27 1.61
S 0.66 -0.33 -3.13
C -1.16 -0.81 -5.07
C -1.65 -1.55 -6.13
H -2.55 -1.23 -6.65
C 4.34 -3.16 3.16
C -2.17 1.98 -1.91
C 5.61 0.67 2.31
C -1.47 -2.16 5.42
C -3.27 2.09 1.13
C 4.20 -3.23 0.75
H 1.44 0.45 3.44
Cl -1.31 -2.50 -1.63
O 0.07 -1.62 0.78
H -1.99 -1.59 6.18
H 0.57 1.68 -4.31
C -2.80 0.82 0.75
C -3.98 1.16 3.23
H 1.63 2.79 3.59
H -3.30 3.29 -4.82
C -2.78 3.22 -3.87
C 4.23 0.84 2.34
Re -0.07 -0.62 -0.88
C -4.71 -0.33 -1.81
H 0.69 -4.01 -6.25
P -2.21 0.50 -0.91
H -4.45 1.29 4.20
C -0.08 -2.25 3.46
C -5.19 -2.56 -2.60
H 1.22 6.72 1.99
C 4.88 -3.51 1.93
H -4.24 3.21 2.67
C 1.31 5.14 0.54
H 0.46 -4.23 2.77
C 3.51 0.83 1.15
H -0.07 0.68 2.54
H 4.87 -3.40 4.07
H 2.67 -2.30 4.19
H -5.90 -3.28 -2.97
H 1.39 5.20 3.93
H -3.64 -0.95 3.51
H 3.60 0.67 -1.01
C -3.87 -2.94 -2.40
C 0.18 -3.12 -5.91
H 4.63 -3.51 -0.20
```



(2)
DFT (ωB97M-V/def2-TZVPD) results for a structure of composition C24H19ClCoIN6O3S3Se.

Values from the calculation:
Spin multiplicity: 5
M in g/mol: 835.91
HOMO energy (alpha / beta) in eV: -7.65 / -7.68
Charge: 0
Electronic energy in eV: -196383.195

```
59
C24H19ClCoIN6O3S3Se (ωB97M-V/def2-TZVPD)
H 0.30 -4.21 -3.10
N 1.42 1.20 -0.56
C 2.48 1.24 3.53
O -0.19 0.24 1.22
C -4.30 2.31 -1.06
C 1.26 -4.20 -2.58
H 3.69 2.18 -4.63
H -6.43 2.57 -1.09
H 4.64 0.46 -3.11
C 2.66 1.34 4.92
C 1.20 -4.36 -0.05
C -2.65 -2.06 -0.68
N 2.63 4.81 -1.29
H 3.65 1.56 5.29
S 1.93 1.59 -3.13
C 0.15 0.68 3.93
C -3.21 1.45 -0.99
C -3.51 0.06 -0.83
C 1.60 1.15 5.78
H 0.85 -3.63 2.01
H -1.77 -2.70 -0.68
H 1.67 -5.20 -2.53
H -6.02 -2.21 -0.59
O -1.97 1.83 -1.10
C -3.93 -2.63 -0.61
C 1.20 0.90 3.04
N 1.84 1.19 0.75
Cl -7.54 -0.01 -0.84
C -5.89 0.52 -0.88
C 1.53 4.51 -1.06
H 0.26 -1.43 0.81
H 3.55 3.33 -3.26
H 3.22 1.49 1.82
N 1.08 -3.68 -1.24
H -0.50 0.68 5.97
C 0.88 -3.50 0.94
H -0.81 0.42 3.52
C -5.62 1.86 -1.01
C 4.58 1.50 -2.77
H 1.93 -3.55 -3.14
Co -0.58 0.54 -0.75
H 1.48 -5.40 0.00
S 0.37 -1.25 -2.20
N -2.44 -0.77 -0.75
H 1.75 1.27 6.84
H 5.56 1.96 -2.79
O 3.53 1.47 2.75
C 0.93 0.78 1.60
H -4.03 -3.70 -0.53
N 0.58 -2.29 0.35
C -4.84 -0.42 -0.78
C -5.02 -1.81 -0.65
C 0.33 0.82 5.29
C 2.33 1.39 -1.45
C 0.69 -2.40 -1.00
C 3.56 2.28 -3.55
S 4.02 1.47 -1.03
I -3.90 4.36 -1.30
Se -0.16 4.01 -0.73
```



(3)
DFT (ωB97M-V/def2-TZVPD) results for the molecule C19H20BrClN2O3.

Values from the calculation:
Spin multiplicity: 1
M in g/mol: 439.74
SMILES: COc1ccccc1N1CCN(C(=O)COc2ccc(Cl)cc2Br)CC1
HOMO energy in eV: -7.59
Charge: 0
Electronic energy in eV: -111714.860

```
46
C19H20BrClN2O3 (ωB97M-V/def2-TZVPD)
C 4.86 -0.45 2.14
H 1.04 1.25 -1.47
O 2.57 1.73 0.25
H 1.33 -2.56 -0.16
C 0.04 0.92 -1.15
C 0.62 -1.74 -0.29
H -0.38 -2.09 0.01
C 3.28 2.94 0.24
C -2.46 0.75 -2.70
O -1.72 -1.45 -3.25
H 4.23 2.85 -0.29
C 2.29 -0.51 1.02
H 4.96 1.55 1.43
H 1.58 -1.02 -2.09
H 4.48 -2.47 2.73
Cl -5.51 -1.93 2.69
H -0.89 0.19 0.65
H -4.85 -2.59 0.00
C -4.52 -1.58 0.20
H -3.34 0.41 -3.26
C 0.11 0.50 0.33
H 3.46 3.30 1.26
C -4.72 -1.02 1.45
H 0.24 -2.17 -2.40
N 0.99 -0.62 0.54
C 3.09 0.65 0.93
C -3.66 0.98 0.72
H -4.44 0.71 2.70
O -2.84 1.26 -1.44
H -3.73 -1.31 -1.76
C -3.89 -0.85 -0.80
Br -3.02 2.74 1.05
C 4.10 -1.60 2.23
H 0.43 1.35 0.94
C -3.45 0.45 -0.55
H -0.66 1.74 -1.27
H 2.22 -2.50 1.79
C 2.83 -1.61 1.69
C -1.47 -0.41 -2.65
H 2.64 3.65 -0.28
C 0.58 -1.34 -1.77
N -0.34 -0.23 -1.95
H -2.01 1.60 -3.23
C -4.29 0.27 1.72
H 5.86 -0.41 2.56
C 4.35 0.67 1.50
```



(4)
DFT (ωB97M-V/def2-TZVPD) results for a cluster of 2 separate species, C3H7NO in total in a non-equilibrium geometry.

Values from the calculation:
Spin multiplicity: 2
M in g/mol: 73.09
HOMO energy (alpha / beta) in eV: 1.51 / -1.91
Charge: -1
Electronic energy in eV: -6758.444

```
12
C3H7NO (ωB97M-V/def2-TZVPD)
H 3.96 -0.46 -0.66
H -2.11 1.37 -1.01
C -1.45 0.73 -0.31
H -3.01 -0.71 -0.14
N 2.32 -0.67 0.67
O -0.24 0.87 -0.45
H 2.43 0.11 -1.28
H -2.64 0.27 1.34
C 2.94 -0.26 -0.42
H 1.50 -0.04 0.88
C -2.23 -0.26 0.51
H -1.46 -0.96 0.87
```



(5)
DFT (ωB97M-V/def2-TZVPD) results for a structure of composition C3H4LiO3Pb in a non-equilibrium geometry.

Values from the calculation:
Spin multiplicity: 2
M in g/mol: 302.20
HOMO energy (alpha / beta) in eV: -18.29 / -18.72
Charge: +2
Electronic energy in eV: -14751.318

```
12
C3H4LiO3Pb (ωB97M-V/def2-TZVPD)
O 1.98 -1.66 -0.66
C -0.90 0.61 -1.03
H -1.77 0.45 0.97
H 1.65 0.53 -0.32
Pb 0.88 0.13 2.85
O 1.29 -0.87 1.20
C -1.55 1.12 0.14
C 1.83 -0.66 0.05
O -0.66 -0.65 -1.10
H -1.64 2.20 0.26
Li 0.08 -2.26 -0.36
H -1.19 1.07 -1.99
```



(6)
DFT (ωB97M-V/def2-TZVPD) results for a structure of composition C5H4O2S in a non-equilibrium geometry.

Values from the calculation:
Spin multiplicity: 1
M in g/mol: 128.15
HOMO energy in eV: -8.68
Charge: 0
Electronic energy in eV: -20175.290

```
12
C5H4O2S (ωB97M-V/def2-TZVPD)
C -0.09 -0.35 -0.62
S -1.54 1.67 0.80
H 1.99 -0.73 -2.34
C 1.28 -0.97 1.03
H 2.13 -1.16 1.64
C 1.13 -1.11 -0.36
C 1.24 -1.15 -1.78
H -0.89 2.79 0.60
H 1.14 -2.27 -2.08
O 0.23 -0.33 1.56
O 0.04 -0.35 -1.92
C -0.55 0.28 0.45
```